Computed, not measured: a structure of composition C24H23Br2IrN3O2, with ωB97M-V/def2-TZVPD.

Values from the calculation:
expectation value of S² = 6.035
HOMO-LUMO gap (alpha / beta) = 0.2725 / 0.1701 hartree
HOMO (alpha / beta) = -11.24 / -11.21 eV
charge = +1
2S+1 = 5

Cartesian coordinates (Å):
Ir  -0.0282  0.1678  -0.4538
C  4.0174  -0.1739  -0.2843
C  3.7307  0.9848  -1.1962
C  4.6552  1.3495  -2.1679
C  4.3993  2.4020  -3.0307
C  3.2113  3.1062  -2.9335
C  2.2525  2.7645  -1.9904
C  0.9983  3.5736  -1.8557
C  2.5282  1.6978  -1.1292
N  1.5495  1.3189  -0.1637
C  1.8646  1.5702  1.1810
O  2.7669  2.2706  1.5639
C  0.9507  0.8563  2.1458
C  1.0095  0.9055  3.5278
C  0.0783  0.1629  4.2462
C  -0.8783  -0.6065  3.5867
C  -0.8749  -0.6024  2.2044
N  0.0279  0.1175  1.5460
C  -1.7916  -1.4059  1.3206
O  -2.6072  -2.1744  1.7651
N  -1.5019  -1.2442  -0.0437
C  -2.2802  -1.8478  -0.9871
C  -3.7038  -1.6286  -1.0590
C  -4.4512  -0.8137  -0.0528
C  -4.3652  -2.1226  -2.1581
C  -3.6994  -2.8697  -3.1370
C  -2.3432  -3.1557  -3.0262
C  -1.6110  -2.6668  -1.9707
C  -0.2111  -3.1257  -1.7346
H  4.7697  -0.8237  -0.7267
H  3.1263  -0.7774  -0.0986
H  4.3964  0.1725  0.6803
H  5.5825  0.7987  -2.2480
H  5.1286  2.6747  -3.7795
H  3.0226  3.9387  -3.5961
H  1.0362  4.4319  -2.5221
H  0.8753  3.9405  -0.8361
H  0.1159  2.9873  -2.1088
H  1.7683  1.5092  4.0029
H  0.1001  0.1772  5.3269
H  -1.6085  -1.2023  4.1135
H  -3.8462  -0.0184  0.3762
H  -4.7819  -1.4552  0.7644
H  -5.3290  -0.3665  -0.5158
H  -5.4208  -1.9195  -2.2745
H  -4.2547  -3.2439  -3.9851
H  -1.8656  -3.7858  -3.7622
H  0.1667  -3.6410  -2.6136
H  -0.2015  -3.8254  -0.8962
H  0.4727  -2.3086  -1.4947
Br  -0.0095  0.0636  -2.8709
C  -2.8890  2.0943  -2.0250
Br  -2.3310  2.3347  -0.2710
H  -3.4248  1.1948  -2.2598
H  -2.7023  2.8963  -2.7126